(1)
16
Properties=species:S:1:pos:R:3 method="wB97M-V/def2-TZVPD" e_above_lowest_kcal_mol=44.80 e_homo_ev=-3.901 total_charge=-1
C -1.19813 1.23303 -0.02219
C -1.03267 -1.79433 -0.34397
C 0.05888 1.20784 0.48522
N -0.46984 -1.52445 0.73822
O -1.37219 0.42924 -1.20187
O 1.39765 -0.58158 -1.28027
O -2.16484 1.84539 0.33385
O 2.75003 1.04977 0.20421
P 1.35173 0.13340 0.03086
H -2.20915 -1.99399 -0.30207
H 1.70190 -0.80460 1.09179
H -0.60093 -1.85964 -1.36332
H 0.30545 1.97628 1.21801
H -0.81911 -1.53290 1.66714
H -0.44001 0.24920 -1.22491
H 2.74124 1.96734 -0.03068

---

(2)
92
Properties=species:S:1:pos:R:3 method="wB97M-V/def2-TZVPD" e_above_lowest_kcal_mol=1.30 e_homo_ev=-6.522
Hf 0.18840 0.33502 -0.53019
C -1.96995 1.15941 4.49488
C -0.81952 1.19764 3.49087
C 0.29925 2.14307 3.93119
P -1.24789 1.50711 1.71892
C -1.98136 3.20043 1.51152
C -0.90951 4.18640 1.04306
C -2.75157 3.77361 2.70028
C -2.63962 0.37479 1.39920
C -3.98301 0.73344 1.39033
C -4.95133 -0.13911 0.91618
C -4.56686 -1.36585 0.39847
C -3.22975 -1.73220 0.38331
C -2.25199 -0.89016 0.92288
N -0.86971 -1.16831 0.88049
C -0.38846 -2.38798 1.30886
C -1.18934 -3.45157 1.77474
C -0.64204 -4.67814 2.10946
C 0.72263 -4.91146 2.01754
C 1.53945 -3.84789 1.66425
C 1.01827 -2.59954 1.34603
P 2.03304 -1.12389 1.08540
C 2.42268 -0.54087 2.80725
C 2.75316 -1.62441 3.82999
C 3.46787 0.57834 2.81243
C 3.59643 -1.69191 0.24207
C 4.70906 -2.27442 1.11650
C 4.15484 -0.58550 -0.65747
H -1.61527 0.72048 5.43081
H -2.79975 0.55155 4.13268
H -2.34437 2.15698 4.72142
H -0.42935 0.17538 3.42337
H -0.09528 3.14573 4.10752
H 1.08594 2.22665 3.17807
H 0.74892 1.79828 4.86563
H -2.67225 3.04453 0.67810
H -0.13836 4.33262 1.80343
H -1.37095 5.15607 0.84085
H -0.41860 3.83638 0.13760
H -2.07598 4.02640 3.51984
H -3.51219 3.09785 3.09075
H -3.24678 4.69730 2.39287
H -4.28355 1.71724 1.72511
H -5.99195 0.15676 0.91320
H -5.30900 -2.03641 -0.01799
H -2.93406 -2.67436 -0.06275
H -2.25631 -3.32381 1.87762
H -1.30457 -5.46665 2.44622
H 1.14296 -5.87894 2.25629
H 2.61276 -3.98983 1.65775
H 1.47520 -0.08656 3.10045
H 3.72872 -2.07175 3.63830
H 2.00592 -2.41740 3.83977
H 2.78966 -1.17929 4.82756
H 4.46614 0.19787 2.59538
H 3.50149 1.03330 3.80547
H 3.23277 1.35666 2.08833
H 3.21824 -2.48973 -0.40221
H 5.22128 -1.49377 1.67827
H 5.45591 -2.74588 0.47314
H 4.36245 -3.02183 1.82690
H 4.48010 0.27403 -0.06883
H 3.41624 -0.22810 -1.37576
H 5.02009 -0.96848 -1.20555
O 0.66093 -3.76398 -2.55006
C 0.34212 -2.53929 -2.15870
O 1.10174 -1.82833 -1.52459
C -0.98944 -2.06120 -2.55778
C -1.88527 -2.75709 -3.34149
C -3.10057 -2.14956 -3.63914
C -3.36674 -0.89271 -3.13496
C -2.40425 -0.27773 -2.34486
N -1.24256 -0.84522 -2.07571
C -2.59447 1.09469 -1.72587
O -3.63248 1.69712 -1.88124
O -1.55592 1.46902 -1.05402
H 1.54420 -3.97200 -2.21028
H -1.63332 -3.74211 -3.70704
H -3.82534 -2.66291 -4.25681
H -4.29099 -0.36125 -3.31373
C 3.23818 4.13638 -1.39630
C 2.39587 2.89332 -1.53242
S 1.88347 2.13926 -0.03809
C 2.06890 2.37670 -2.72667
C 2.53337 3.01497 -4.01162
S 1.09210 0.93550 -2.88887
H 3.52658 4.29393 -0.35838
H 2.69266 5.02382 -1.73022
H 4.14872 4.07028 -1.99687
H 3.61090 3.19633 -3.99857
H 2.04241 3.97919 -4.17078
H 2.30349 2.37857 -4.86379

---

(3)
10
Properties=species:S:1:pos:R:3 method="wB97M-V/def2-TZVPD" e_above_lowest_kcal_mol=36.09 smiles="O=CC(O)C=O" e_homo_ev=-10.198
O 1.34730 0.47734 1.65791
C 1.10365 -0.31477 0.78173
C 0.22939 0.01375 -0.42600
O -0.10470 -1.13804 -1.13571
C -0.98828 0.81425 0.00953
O -2.09348 0.53599 -0.38743
H 1.50175 -1.34957 0.77075
H 0.82706 0.67731 -1.07317
H -1.02613 -1.35013 -0.92196
H -0.79656 1.63388 0.72435

---

(4)
18
Properties=species:S:1:pos:R:3 method="wB97M-V/def2-TZVPD" e_above_lowest_kcal_mol=85.75 smiles="C=NC(=C)C.O.O" e_homo_ev=-8.595
C 1.17059 1.12526 0.85367
N 1.37323 -0.11700 0.64180
C 0.25493 -0.91334 0.95963
C -1.11733 -0.47983 1.01093
C 0.48485 -2.43993 1.05684
H 2.08727 1.58458 1.04005
H 0.25314 1.75737 0.50096
H -1.46519 0.44885 0.66587
H -1.92148 -1.20906 1.30149
H 0.52418 -2.68395 2.08279
H -0.26860 -3.05964 0.47120
H 1.38747 -2.72867 0.56522
O -0.20582 0.12867 -2.20682
H 0.14846 -0.41226 -2.87315
H -0.04524 -0.34755 -1.39729
O -0.65156 3.31306 -1.26336
H -0.70069 2.36553 -1.56484
H -1.30820 3.66789 -1.84499

---

(5)
171
Properties=species:S:1:pos:R:3 method="wB97M-V/def2-TZVPD" e_above_lowest_kcal_mol=112.01 e_homo_ev=-8.261
O 21.75530 14.21946 11.60880
C 22.03820 14.49404 12.78118
N 21.83526 13.62586 13.73457
C 22.63222 15.85850 13.09332
H 21.16660 12.89197 13.54910
H 22.04834 13.73927 14.71530
H 22.66194 15.98528 14.17551
H 22.03870 16.70262 12.74218
H 23.63866 15.97927 12.69261
O 15.95954 18.63947 13.05880
C 14.93094 18.09436 13.46427
N 14.21028 18.65590 14.37632
C 14.26362 16.91925 12.77268
H 14.70008 19.41309 14.83115
H 13.39774 18.24559 14.81395
H 13.61022 17.35045 12.01424
H 13.63414 16.41164 13.50357
H 14.93002 16.30484 12.16727
O 22.59174 13.92229 16.46771
C 23.69128 13.46823 16.74256
N 24.21158 12.47197 16.02787
C 24.39562 13.90247 18.09715
H 23.85934 12.13934 15.14165
H 25.03828 11.96677 16.31323
H 23.94978 14.79797 18.53006
H 25.39598 14.24639 17.83429
H 24.41796 13.11456 18.85001
O 11.47180 14.23647 12.97701
C 10.40298 14.82635 12.92248
N 9.35482 14.06570 12.62248
C 10.30650 16.32410 13.01937
H 8.46532 14.54149 12.57210
H 9.54187 13.14333 12.25594
H 9.77970 16.65602 13.91403
H 9.78370 16.81037 12.19576
H 11.31588 16.72990 12.95187
O 21.87498 9.24320 17.36467
C 20.84129 9.89189 17.33554
N 20.67623 10.66387 18.36568
C 19.68624 9.59684 16.40892
H 21.53202 10.75724 18.89389
H 19.75222 10.89392 18.70237
H 19.37692 10.40025 15.74038
H 18.85224 9.38771 17.07886
H 19.76442 8.68222 15.82116
O 18.17900 16.19422 8.88487
C 18.31826 17.32808 9.18528
N 18.20363 18.42227 8.32881
C 18.77098 17.64022 10.57414
H 18.06918 19.41589 8.45023
H 18.05641 18.08559 7.38803
H 18.32120 16.87187 11.20298
H 18.46916 18.65379 10.83809
H 19.84360 17.55294 10.74722
O 14.66538 15.07047 21.38469
C 15.44988 15.88651 20.84770
N 14.90860 16.75377 20.02747
C 16.88150 15.94753 21.27034
H 15.34208 17.55010 19.58244
H 13.95450 16.54523 19.76995
H 16.77564 16.56244 22.16409
H 17.53896 16.50171 20.60047
H 17.24297 14.93063 21.42316
O 18.51528 16.63890 14.68685
C 17.74376 15.67613 14.51998
N 16.47186 15.65531 15.06138
C 18.05220 14.65062 13.48027
H 15.79652 14.93555 14.84702
H 16.22066 16.44924 15.63294
H 19.12028 14.78113 13.30624
H 17.43532 14.90544 12.61851
H 17.83682 13.63448 13.81070
O 16.59054 7.63589 18.79693
C 16.80702 8.75726 18.35669
N 17.62796 9.47157 19.06888
C 16.02382 9.35823 17.15437
H 17.86634 9.11218 19.98218
H 17.50536 10.47075 18.98698
H 16.42120 10.35054 16.94104
H 14.97910 9.59545 17.35534
H 16.03894 8.74097 16.25611
O 16.82924 21.82702 16.59580
C 17.24223 22.14552 15.50363
N 18.43870 22.67931 15.39414
C 16.42058 21.98488 14.18934
H 18.77986 22.90767 14.47135
H 18.94512 22.90175 16.23923
H 15.74088 21.13283 14.17778
H 17.14698 21.73725 13.41531
H 15.87540 22.88775 13.91417
O 21.07294 10.28393 11.42182
C 21.09256 10.75132 10.31499
N 20.86958 12.01706 10.17048
C 21.43086 9.94554 9.10045
H 20.90046 12.62113 10.97933
H 20.55285 12.37100 9.27913
H 22.19388 9.24208 9.43373
H 22.14454 10.40000 8.41327
H 20.73143 9.36828 8.49575
O 19.77320 21.09905 13.45592
C 19.91678 19.89733 13.51855
N 18.89516 19.10913 13.47649
C 21.33218 19.35034 13.80850
H 19.06749 18.13796 13.69381
H 18.01272 19.52648 13.21722
H 21.83660 19.20817 12.85275
H 21.22574 18.38373 14.30087
H 21.75780 20.12910 14.44135
O 15.97908 13.07743 11.15869
C 16.39266 13.68814 10.18522
N 15.89144 14.84078 9.75943
C 17.66298 13.13092 9.45662
H 16.53048 15.42961 9.24463
H 15.06214 15.28698 10.12446
H 18.48340 13.73758 9.84000
H 17.37994 13.29593 8.41702
H 17.96003 12.08524 9.53675
O 14.61956 11.90154 15.59334
C 13.73290 12.65619 15.17081
N 13.89504 13.31308 14.07778
C 12.55098 12.95249 16.00181
H 14.74980 13.14156 13.56783
H 13.14010 13.76023 13.57755
H 12.28488 14.00372 15.89132
H 12.72306 12.78132 17.06444
H 11.75502 12.31128 15.62315
O 17.96248 12.08464 18.81159
C 18.02385 13.29525 18.71624
N 19.00858 13.87795 19.33134
C 17.05704 14.12157 17.82901
H 19.28096 13.28152 20.09957
H 19.16359 14.86928 19.21580
H 16.00270 14.13183 18.10541
H 17.16090 13.71168 16.82437
H 17.46730 15.13052 17.78665
O 15.37784 17.89770 17.32055
C 16.48898 18.41529 17.50023
N 17.34064 18.59945 16.57697
C 16.91666 19.04059 18.82625
H 17.31076 18.05620 15.72604
H 18.01420 19.35098 16.61742
H 16.52138 18.62000 19.75089
H 16.69246 20.10711 18.80726
H 17.99285 18.89781 18.92385
O 11.99056 17.80641 15.68413
C 11.94384 16.83461 16.43476
N 13.00702 16.54408 17.23382
C 10.63260 16.11691 16.73735
H 13.84248 17.02612 16.93422
H 12.95852 15.75028 17.85641
H 10.20182 15.44794 15.99236
H 9.88478 16.89445 16.89321
H 10.58310 15.64911 17.72062
O 15.01038 20.11240 8.29975
C 15.04150 19.53102 9.39039
N 15.85850 19.87045 10.32783
C 14.10764 18.41341 9.65356
H 16.63614 20.46369 10.07592
H 15.84072 19.21619 11.09706
H 14.70148 17.60849 10.08665
H 13.73320 18.16849 8.65962
H 13.26668 18.76670 10.25028
O 19.34094 16.49375 19.02098
C 20.55652 16.66849 18.71332
N 20.88399 17.21196 17.54607
C 21.55762 16.26297 19.75957
H 20.10532 17.31743 16.91154
H 21.76570 17.69572 17.45300
H 21.78810 15.20267 19.65589
H 21.03818 16.38883 20.70953
H 22.31874 17.04309 19.77344

---

(6)
51
Properties=species:S:1:pos:R:3 method="wB97M-V/def2-TZVPD" e_homo_ev="-19.609 / -19.605" total_charge=+4 s_squared=6.031 multiplicity=5
Os 2.91329 -16.75822 -6.63144
C 4.60625 -18.58255 -8.33487
N 4.25082 -17.19379 -8.26443
C 5.43664 -16.29373 -8.23380
C 5.09594 -15.14135 -7.34076
N 3.82912 -14.98954 -6.82338
C 3.91724 -13.81179 -5.95721
C 2.92711 -13.11045 -5.30640
C 3.32574 -12.10500 -4.39709
C 4.66965 -11.76955 -4.30974
C 5.64737 -12.34384 -5.11399
C 5.27379 -13.36053 -5.96716
N 5.98776 -14.21626 -6.87887
C 3.38348 -19.35015 -7.88473
N 2.38909 -18.67757 -7.26990
C 1.32161 -19.57551 -7.01267
C 0.01805 -19.30134 -6.53500
C -0.78320 -20.44359 -6.41343
C -0.38658 -21.68740 -6.87584
C 0.85138 -21.92059 -7.49076
C 1.74532 -20.85553 -7.48304
N 3.01697 -20.61088 -8.07274
H 5.39535 -18.80826 -7.61437
H 4.90893 -18.91008 -9.40953
H 3.60224 -16.94392 -9.06384
H 5.78990 -16.01255 -9.23681
H 6.18298 -16.92573 -7.74115
H 1.87974 -13.21899 -5.59058
H 2.58402 -11.46874 -3.89211
H 4.99014 -11.00515 -3.56960
H 6.65868 -11.98463 -5.15620
H 6.77935 -13.92422 -7.49579
H -0.26889 -18.24985 -6.29683
H -1.75227 -20.33681 -5.91736
H -1.05736 -22.52097 -6.68919
H 1.14077 -22.88545 -7.89025
H 3.49549 -21.24976 -8.68112
O 1.14397 -16.50434 -5.65346
S 1.41587 -16.77479 -3.98622
C 1.09348 -15.15083 -3.09550
C -0.24147 -15.18039 -2.34719
C -1.13632 -16.18698 -3.19023
C -0.25994 -17.39440 -3.52113
H 1.06578 -14.39896 -3.90173
H 1.94941 -14.94033 -2.45938
H -0.73824 -14.17414 -2.22508
H -0.12804 -15.59452 -1.35212
H -1.47323 -15.73583 -4.16860
H -2.07093 -16.50559 -2.70153
H -0.58281 -17.97790 -4.30016
H -0.19388 -18.06892 -2.61792

---

(7)
49
Properties=species:S:1:pos:R:3 method="wB97M-V/def2-TZVPD" e_above_lowest_kcal_mol=0.00 e_homo_ev="-10.625 / -11.097" total_charge=+1 s_squared=6.184 multiplicity=5
Pd 9.88454 10.74224 8.12006
C 13.86613 11.79918 7.08233
C 14.10217 13.16498 7.32598
C 13.01523 14.03263 7.06889
C 11.75418 13.53896 6.88614
N 11.57582 12.21604 6.64855
C 12.61750 11.42574 6.70944
C 9.43400 14.21631 7.50308
C 8.20597 14.92861 7.48332
C 6.97045 14.53790 7.97420
C 6.58635 13.29794 8.59840
C 7.42049 12.26722 8.88311
C 8.83602 12.34842 8.65809
H 14.66466 11.04401 7.01628
H 15.04596 13.55894 7.66910
H 13.15799 15.13428 6.97912
H 12.46344 10.40307 6.36020
H 8.14890 15.90245 6.89602
H 6.17705 15.28302 8.08067
H 5.53770 13.08750 8.90487
H 7.06437 11.30864 9.13092
Se 10.66049 16.01604 5.80171
C 10.59155 14.42901 6.66664
N 9.56688 13.38681 8.56932
C 9.83866 6.52203 5.65672
Si 9.36433 8.19664 6.31254
C 9.65744 9.39095 4.93397
C 7.50249 8.37618 6.60937
N 10.46608 8.78005 7.59177
C 10.77678 7.96211 8.64309
C 11.76452 8.46936 9.58118
C 12.20230 7.76823 10.68496
C 11.77550 6.40546 10.73397
C 10.77027 5.93298 9.84162
C 10.21080 6.72341 8.91519
H 10.87113 6.20454 5.91439
H 9.83796 6.43051 4.63465
H 9.19113 5.70456 6.05800
H 8.81184 9.27129 4.23819
H 10.63302 9.28634 4.42639
H 9.61561 10.45559 5.28263
H 6.94917 7.63618 6.01572
H 7.28428 9.34380 6.24053
H 7.17114 8.28084 7.65010
H 12.14863 9.45789 9.28205
H 12.89329 8.14988 11.41924
H 12.15676 5.70664 11.50898
H 10.31096 4.93640 9.92238
H 9.37316 6.49065 8.29335

---

(8)
24
Properties=species:S:1:pos:R:3 method="wB97M-V/def2-TZVPD" e_above_lowest_kcal_mol=0.00 smiles="NC(=O)NCCS.O.O.O" e_homo_ev=-9.274
N 1.87650 0.18253 -1.36519
C 0.58292 0.56533 -1.09671
O 0.24848 1.73961 -1.29552
N -0.33697 -0.39582 -0.89724
C -0.04320 -1.73741 -0.32797
C -1.14665 -2.12350 0.67906
S -0.62553 -3.35666 1.88428
H 2.45308 0.98989 -1.52015
H 2.32246 -0.66642 -1.06560
H -1.28174 -0.13795 -0.67544
H 0.98378 -1.61276 0.01045
H -0.03339 -2.41609 -1.20055
H -2.10918 -2.57689 0.39988
H -1.38506 -1.14520 1.14518
H 0.43758 -2.68085 2.35053
O -2.64110 0.82967 -1.87379
H -2.15694 1.63333 -1.67693
H -3.51365 0.92230 -1.46499
O 1.14476 3.06725 0.93356
H 0.67233 3.88697 0.78960
H 1.14817 2.70913 0.02289
O 1.31907 0.52230 1.86697
H 0.77943 0.31640 2.63677
H 1.30486 1.48485 1.74093